Density functional theory data (wB97M-V/def2-TZVPD) for an isolated molecule of C5H9NS in a non-equilibrium geometry.

Values from the calculation:
Net charge: 0
Orbital gap, eV: 8.8904
SMILES: CC(=S)N1C[C@H]1C
HOMO, Eh: -0.305
Electronic energy, eV: -17654.9462
Energy above the lowest of the compared OMol25 structures with the same formula, charge and spin, kcal per mole: 28.8

Positions of all 16 atoms, in Å:
C (-1.01009, -0.54572, 0.43875)
H (1.63664, 1.95176, -0.27756)
H (-2.25501, -0.70020, -1.29062)
H (2.95486, 0.95871, -1.04936)
H (2.85656, 1.04919, 0.73402)
S (2.00456, -1.73103, 0.10485)
C (-0.72904, 0.94468, 0.33157)
C (-2.10282, -1.22363, -0.32565)
H (-3.05520, -1.24610, 0.27630)
H (-1.27086, 1.56597, -0.32378)
C (2.24747, 1.01250, -0.19229)
H (-0.32240, 1.51069, 1.17275)
H (-0.68957, -1.00561, 1.36531)
C (1.38606, -0.22663, -0.12452)
N (0.08781, -0.03259, -0.31725)
H (-1.73897, -2.28200, -0.52252)

Forces on atoms 1 to 2 (eV/Å):
0.090 0.534 -0.042
0.577 -0.880 0.049

Need the Löwdin charges? In units of e they are: C -0.31; H 0.08; H 0.09; H 0.09; H 0.08; S 0.64; C -0.06; C -0.05; H 0.09; H 0.10; C -0.10; H 0.12; H 0.13; C -0.89; N -0.11; H 0.10